The following is a quantum chemistry calculation of a 7-piece molecular cluster, C14H43O7 overall, from the Open Molecules 2025 dataset.

Results
Largest force on an atom = 0.9 eV/A
Energy above the lowest of the compared OMol25 structures with the same formula, charge and spin = 0.0 kcal/mol
HOMO level = -12.759 eV
E_tot = -29541.9296 eV
Kohn-Sham gap = 0.398 Ha
Net charge = +1

Each line ends with the Löwdin charge.
Cartesian coordinates (Å):
O -7.52350 7.82585 17.68301  0.1707
H -8.46266 7.87704 18.04453  0.0791
H -7.36073 8.57324 17.03806  0.0906
H -7.36659 6.95932 17.22282  0.0938
C -4.62188 12.27779 18.26300  -0.0837
C -4.91800 10.80581 18.12293  -0.3132
O -6.17304 10.43417 18.68261  -0.0883
H -4.57521 12.60299 19.30645  0.0780
H -5.42093 12.89696 17.84076  0.0748
H -3.69832 12.55489 17.75573  0.0804
H -4.09997 10.23924 18.58618  0.1150
H -4.92825 10.50789 17.07442  0.0911
H -6.16073 10.71078 19.60456  0.0889
C -8.32061 3.62896 17.49216  -0.0682
C -7.21463 4.21799 16.63138  -0.2685
O -6.64822 5.39442 17.22189  -0.0898
H -9.09208 4.38233 17.65824  0.0578
H -7.92614 3.33809 18.46769  0.0794
H -8.76704 2.77448 16.98568  0.0848
H -7.62411 4.48238 15.65865  0.0903
H -6.41899 3.49564 16.43567  0.1208
H -6.19594 5.15628 18.03765  0.1107
C -9.31578 11.74863 17.95853  -0.0767
C -9.77309 12.33303 16.64940  -0.2840
O -8.71047 12.20539 15.68008  -0.0899
H -10.07832 11.88331 18.72960  0.0869
H -8.37943 12.18788 18.29430  0.0755
H -9.21358 10.66494 17.87192  0.0496
H -10.13510 13.36130 16.70849  0.1181
H -10.64547 11.77554 16.28039  0.1090
H -8.79447 12.95699 15.08760  0.0964
C -5.53237 8.78489 14.51195  -0.0676
C -6.57204 9.86834 14.61728  -0.2733
O -7.34715 9.65354 15.80610  -0.1174
H -4.87050 8.76382 15.38131  0.0747
H -4.91376 8.90567 13.62499  0.0869
H -6.00838 7.80016 14.49763  0.0689
H -7.23434 9.86155 13.74613  0.1145
H -6.11864 10.86213 14.65121  0.1211
H -7.80465 10.48801 15.99173  0.0582
C -9.63145 5.84929 13.84485  -0.0437
C -9.38542 7.03071 14.75450  -0.4705
C -10.20539 8.23771 14.31499  -0.0430
O -9.61358 6.72606 16.14378  -0.0685
H -10.68342 5.58208 13.73497  0.0891
H -9.04405 4.97638 14.12708  0.0645
H -9.29720 6.12150 12.83845  0.0948
H -8.33033 7.30796 14.70933  0.1144
H -11.21076 7.95402 13.99312  0.0847
H -9.73362 8.76004 13.48124  0.0846
H -10.30797 8.96707 15.12098  0.0711
H -10.53236 6.45618 16.24781  0.0987
C -11.22439 6.76227 20.01227  -0.0403
C -10.02706 7.69570 20.13737  -0.4213
C -8.78290 6.93309 20.53875  -0.0397
O -9.77815 8.33229 18.84844  -0.0837
H -11.08555 6.09799 19.15590  0.0822
H -12.18219 7.27698 19.92601  0.0868
H -11.27866 6.13035 20.89904  0.0883
H -10.22274 8.48737 20.86328  0.1434
H -7.99319 7.58549 20.91126  0.0908
H -8.43780 6.29983 19.71905  0.0736
H -9.00417 6.27117 21.37726  0.0909
H -10.63812 8.50253 18.45077  0.1075